1.
The following is a quantum chemistry calculation of a 11-piece molecular cluster, C28H58FN5O28S5 overall, from OMol25.

Each line ends with the Mulliken charge.
CARTESIAN COORDINATES (ANGSTROEM)
S: -4.592302 0.165105 5.444925  1.059
S: 0.045568 -0.547855 1.818065  1.309
S: 2.811938 4.536495 -4.712305  1.129
S: -1.987662 4.254995 1.630285  0.917
S: 3.178818 -1.081145 -4.193605  0.897
F: -1.793672 -5.659125 3.293855  -0.314
O: 1.858988 5.131645 -3.523605  -0.371
O: -5.115462 1.206005 4.253645  -0.423
O: 0.252388 -2.011875 2.073835  -0.189
O: 0.816868 -0.087925 0.476725  -0.096
O: 0.328668 0.314335 2.971085  -0.961
O: 1.968158 4.359725 -5.904435  -0.513
O: -2.361562 4.458885 3.223435  -0.276
O: 1.264748 -2.479425 7.088005  -0.673
O: -1.465192 -0.274975 1.222585  -0.397
O: -1.158072 -0.847415 -3.945835  -0.231
O: 3.280088 -0.017765 -5.507445  -0.477
O: -3.183552 0.106765 4.596565  -0.140
O: -1.282422 3.030155 1.365965  -0.212
O: 3.040848 3.180855 -3.828275  -0.214
O: 1.146658 -5.692175 1.510095  -0.666
O: -2.057452 -4.689675 1.268105  -0.224
O: -5.215612 -1.096445 5.274155  -0.547
O: -0.895872 2.620045 -2.483255  -0.413
O: 2.103728 -2.025505 -5.071565  -0.364
O: -3.127742 4.505825 0.801145  -0.605
O: -2.745932 -3.264465 -0.291125  -0.541
O: -1.063212 5.640915 1.603065  -0.386
O: -4.519132 0.886275 6.764705  -0.551
O: 4.034718 5.377255 -4.844895  -0.583
O: 4.445788 -1.727505 -3.979045  -0.579
O: 4.469138 -1.432315 1.453425  -0.648
O: 2.356078 -0.534255 -3.178825  -0.079
O: -3.767172 -3.491915 1.733195  -0.318
N: 2.285318 -4.235085 0.276205  -0.060
N: -2.770752 3.369925 -3.486515  -0.183
N: -2.287642 -1.956135 -5.483285  -0.157
N: 4.495348 0.574265 2.314525  -0.076
N: 1.233438 -2.057605 4.812145  0.285
C: -2.089872 -4.547565 2.623785  0.771
C: -0.741852 2.816815 -4.855415  -0.045
C: -2.277132 5.821805 3.701705  -0.311
C: 1.114598 -3.739185 -0.372235  -0.468
C: 4.861548 0.175945 3.638535  -1.212
C: -0.250722 -0.809645 6.261785  -0.713
C: 1.417518 -1.269165 -6.115795  0.367
C: 2.312778 4.855005 -2.204875  -0.370
C: 3.480478 -5.537295 1.987975  -1.132
C: -3.415602 -3.991285 2.993375  -0.172
C: -0.008332 0.479365 -0.506225  0.491
C: 2.658588 3.359075 -2.438385  0.247
C: -1.145262 -3.283445 -3.707675  -0.650
C: 2.239878 -5.191275 1.150045  0.761
C: -1.503292 2.982525 -3.459895  0.452
C: 0.811618 -1.941345 6.103465  0.746
C: -3.660152 3.450095 -2.340675  -0.674
C: -2.704112 -0.705865 -6.186105  -0.947
C: -2.882092 -3.780385 0.810645  0.500
C: -1.178402 6.398635 2.854565  -0.426
C: -3.411782 0.214025 3.184055  0.944
C: 4.521888 -0.254665 1.318805  0.642
C: 2.024718 0.141835 -6.196295  0.009
C: -1.567032 -1.941115 -4.389145  0.449
C: 2.317588 -2.801815 4.378735  -0.898
C: -1.362412 -0.067075 -0.159745  -0.283
C: 4.391988 0.423665 0.008085  -0.683
C: -4.719852 0.865715 2.926705  0.109
H: -2.256422 0.441595 -0.520435  0.157
H: 0.390288 -1.223065 -5.754185  -0.389
H: -2.649232 0.961075 2.963745  -0.217
H: 1.204508 -3.847375 -1.453125  0.501
H: 2.087448 -3.325105 3.450675  0.198
H: -1.468012 -4.169415 -4.254465  0.478
H: 1.551538 -1.724305 -7.097115  0.301
H: 1.469638 4.969815 -1.523665  0.304
H: 3.182608 -2.141065 4.321675  0.132
H: 5.903368 0.474825 3.754275  0.440
H: -1.226522 -1.156895 5.922195  0.017
H: 0.161218 -4.198365 -0.110845  0.165
H: 3.467028 3.105885 -1.752515  0.143
H: -3.220512 6.332515 3.508535  0.276
H: -1.462832 -1.120725 -0.420205  0.025
H: -0.237072 6.432775 3.403035  0.281
H: 0.970098 -1.254695 4.258885  -0.122
H: -4.693862 3.282045 -2.642865  0.408
H: 3.361618 -5.640045 3.066595  0.314
H: 5.129658 -0.865785 3.814675  0.338
H: 3.230738 5.378925 -1.938515  0.347
H: 1.792968 2.711005 -2.301275  -0.054
H: -2.181642 5.829285 4.787485  0.321
H: 1.425118 0.798745 -5.566175  -0.223
H: -3.488042 4.328335 -1.718435  0.273
H: -3.483352 2.519035 -1.802185  0.033
H: -3.241592 -3.270825 3.792595  0.158
H: -0.093132 -3.333295 -3.427235  -0.057
H: -5.418502 0.122235 2.542995  0.303
H: -1.232992 7.479935 2.728415  0.341
H: 4.134498 -4.733145 1.650785  0.274
H: 4.452438 0.715545 4.492675  0.388
H: 3.771878 -6.555765 1.731255  0.334
H: -3.976352 -4.840895 3.383005  0.318
H: -2.888752 0.189405 -5.592395  0.208
H: 0.307118 2.542925 -4.742485  -0.722
H: -2.694522 -2.857045 -5.690455  0.254
H: 0.127618 0.148815 -1.535955  -0.007
H: 3.548868 -0.024755 -0.517425  0.002
H: 3.024618 -3.571545 0.458555  0.214
H: 0.178358 0.048105 5.743855  0.200
H: 2.246248 0.527605 -7.191385  0.414
H: -2.165732 -0.655435 -7.132515  0.307
H: -4.604292 1.849845 2.472575  0.176
H: -0.940882 3.652635 -5.526165  0.530
H: -1.192882 1.905915 -5.249045  0.029
H: 1.199148 -2.658705 -0.255975  -0.276
H: -1.353462 -3.799435 2.917225  -0.248
H: -3.163792 3.746445 -4.337305  0.252
H: -1.550232 -3.299875 -2.695835  0.082
H: 5.297208 0.235875 -0.569345  0.388
H: 0.127798 1.554975 -0.618635  -0.107
H: -3.704582 -1.000235 -6.503115  0.440
H: -0.438762 -0.500915 7.290105  0.383
H: 4.345048 1.559355 2.149905  0.201
H: -3.251612 -0.770685 2.744985  -0.536
H: 2.615418 -3.448635 5.203975  0.481
H: 4.313278 1.510315 0.041065  0.194

Cartesian forces, eV/Å:
1.4 3.5 -0.7
-0.1 -2.2 1.4
0.2 2.0 0.1
-0.2 1.7 0.7
-1.6 -0.4 -4.5
-0.1 -1.2 0.0
-0.3 1.8 -1.6
-2.0 0.4 2.6
-0.7 4.1 -1.3
1.0 -0.8 1.5
-0.6 -1.1 -2.4
2.0 -0.2 2.8
0.1 -1.3 -0.8
0.4 -1.1 -0.1
2.0 0.8 3.1
-0.2 -1.1 0.0
1.4 -0.5 1.7
-0.4 -0.7 2.5
-0.1 1.5 1.1
0.7 0.7 -1.0
1.2 -0.1 -1.1
1.0 -1.5 -0.8
-0.5 -0.3 0.6
0.1 -0.1 1.8
1.4 0.4 0.2
0.3 0.1 0.6
-1.1 -0.8 1.9
-0.5 -0.7 0.8
0.0 -2.5 -4.7
-2.9 -2.7 0.6
-1.8 1.0 -0.2
0.6 -3.5 0.0
0.6 0.5 0.9
-2.9 2.2 0.1
1.3 1.2 -1.1
-1.7 1.1 -0.8
-0.8 0.1 -0.8
-0.3 2.1 2.9
-2.3 1.5 1.1
2.4 1.0 2.6
-1.8 -0.1 1.1
-1.1 -0.4 -1.2
0.1 1.1 -1.4
2.7 0.5 1.2
0.4 -0.7 0.1
0.0 0.0 0.4
0.4 -2.1 -1.5
-0.3 0.3 -1.6
0.8 -1.4 0.6
-1.4 0.8 -1.5
-0.2 0.0 0.9
-0.7 0.9 0.1
-3.0 -2.8 5.1
2.5 -0.7 -2.5
-0.5 1.9 0.6
0.4 -1.4 0.2
-1.5 -2.4 -0.5
1.0 1.2 -3.3
1.6 0.7 0.5
2.5 0.3 0.3
-1.5 1.3 -1.9
0.3 -0.6 2.2
2.7 1.1 2.6
1.9 -0.8 0.4
-1.3 -1.4 -1.1
0.4 0.0 -1.5
-0.8 -0.5 1.7
0.4 0.4 0.1
0.0 0.0 -0.6
0.3 -0.7 -0.7
0.1 -0.4 -0.2
0.3 -0.1 0.1
0.1 0.0 0.0
-0.1 -0.7 0.4
0.2 0.2 -0.1
0.3 0.0 -0.8
0.6 0.7 0.0
0.1 0.4 -0.6
0.4 0.2 0.7
0.2 -0.5 -0.5
-0.2 -0.2 -0.3
0.3 0.1 -1.6
0.4 -1.2 -0.2
-0.1 -0.4 -0.1
0.0 0.8 -0.3
-0.6 0.8 -0.2
-1.6 -0.3 -0.4
-0.3 0.5 0.0
0.0 0.1 0.1
0.7 -0.3 -0.2
-0.1 0.4 -0.5
-0.2 -0.2 0.0
0.3 0.3 0.7
-0.7 0.5 -0.4
0.2 0.3 -0.9
-0.3 0.6 -0.6
-1.0 -0.1 -1.0
1.2 -0.6 0.7
-1.0 -0.5 -0.4
0.5 0.2 -0.6
-0.9 0.3 -0.4
1.0 -0.3 0.1
-0.1 0.7 0.4
-0.2 0.4 -0.5
0.9 -0.7 0.1
0.0 0.2 -0.1
0.1 0.1 -0.5
-0.7 0.1 -0.3
-0.1 -0.1 0.2
0.4 0.8 0.4
-0.4 -0.5 -0.7
0.3 -0.1 -0.1
-0.2 0.0 -0.4
-0.9 0.1 0.3
0.7 -0.1 -0.2
0.5 -0.2 -0.1
-0.7 0.0 -0.1
0.0 -0.2 -0.2
-0.3 0.1 0.9
-0.3 0.3 -0.3
0.5 -0.4 0.1
0.3 -0.3 0.0
-0.1 0.3 -0.2
-0.3 -0.6 -0.2
-0.3 0.0 0.2

Summary:
- Total energy: -151642.42561 eV
- Net charge: 0
- E_HOMO: -8.56 eV
- Frontier orbital gap: 8.414 eV
- Structure (SMILES): O=C1OC[C@@H](F)O1.O=S1(=O)OCCO1.O=S1(=O)OCCO1.O=S1(=O)OCCO1.O=S1(=O)OCCO1.O=S1(=O)OCCO1.CNC(C)=O.CNC(C)=O.CNC(C)=O.CNC(C)=O.CNC(C)=O


2.
The following is a quantum chemistry calculation of C5H9N2O2 as an isolated structure, from OMol25.

Each line ends with the Mulliken charge.
CARTESIAN COORDINATES (ANGSTROEM)
O: -1.722736 -1.327453 -0.620571  -0.442
O: -2.306805 0.851298 -0.745682  -0.489
N: 0.588065 0.109998 0.512333  0.168
N: 2.367122 -0.707952 -0.419329  -0.034
C: 2.228332 0.562656 -0.885302  -0.476
C: 1.108536 1.075622 -0.305493  -0.177
C: -2.123202 -0.230268 0.044452  0.072
C: 1.361998 -0.967940 0.423567  -0.148
C: -0.587513 0.223165 1.258208  -0.801
H: 1.202935 -1.888974 0.948022  0.397
H: -0.799680 1.237083 1.566225  0.370
H: 0.653250 2.039048 -0.413160  0.427
H: -3.042149 1.409900 -0.459186  0.354
H: 2.916099 1.008007 -1.574234  0.418
H: 3.116636 -1.341010 -0.659378  0.221
H: -0.666324 -0.509897 2.046842  0.368
H: -1.412423 -1.085138 -1.505147  0.334
H: -2.882133 -0.458147 0.787840  0.437

Cartesian forces, eV/Å:
0.1 -0.3 -0.4
-0.2 0.2 -0.4
1.0 -0.5 -0.3
-0.2 -0.2 0.2
-0.3 0.6 -0.1
0.5 0.2 -0.5
2.6 0.8 2.4
0.0 -0.2 0.0
-3.7 -0.6 -1.2
0.0 -0.1 0.1
0.2 0.1 0.1
-0.1 0.1 0.0
0.1 -0.2 0.0
0.1 0.1 -0.1
-0.1 0.0 0.1
0.2 0.0 0.2
-0.1 0.0 0.0
-0.1 0.0 -0.2

Summary:
- Total energy: -12398.73430 eV
- Net charge: +1
- E_HOMO: -12.66 eV
- Frontier orbital gap: 9.709 eV


3.
The following is a quantum chemistry calculation of a 3-piece molecular cluster, C20H18F18INO7P overall, from OMol25.

Each line ends with the Mulliken charge.
CARTESIAN COORDINATES (ANGSTROEM)
I: 4.947117 5.117082 1.056762  -0.007
P: 2.468501 -0.170690 -1.614011  0.384
F: -4.931117 3.663560 -0.884834  -0.299
F: -6.270324 1.844326 -2.454073  -0.217
F: -0.881523 -5.186315 -1.266899  -0.351
F: -5.805947 2.472321 1.441954  -0.290
F: -3.352290 0.356879 -3.814512  -0.290
F: -0.952647 -4.167695 3.048334  -0.301
F: 0.717898 -2.156989 4.020449  -0.301
F: 0.274826 -3.522332 -0.486951  -0.223
F: 0.294285 3.060234 -0.016194  -0.160
F: 1.183845 -2.580794 1.939718  -0.259
F: -5.614107 0.998418 -0.132842  -0.216
F: -4.085526 0.079748 -1.804130  -0.252
F: 1.482596 -5.971432 -0.123691  -0.280
F: 1.288733 0.774557 3.877871  -0.237
F: -6.142643 0.056915 -3.684073  -0.261
F: 0.916595 -5.121206 1.783924  -0.197
F: -3.454903 3.675728 0.709641  -0.307
F: -2.025918 -2.332996 3.430362  -0.291
O: -0.236375 1.037265 2.112543  -0.441
O: 0.945243 4.239330 1.923143  -0.569
O: -3.408810 2.123746 -2.487330  -0.407
O: 1.608365 0.444658 -0.192896  0.209
O: -1.610022 -2.862664 1.323915  -0.251
O: 3.931256 0.742194 -1.218697  -0.586
O: 5.840084 4.077001 -1.699082  -0.512
N: 1.882906 2.080026 1.738620  0.389
C: 3.567635 3.120282 -1.130394  -0.477
C: 4.150056 0.408356 2.578759  -1.030
C: 4.892333 4.039321 -0.844071  0.136
C: -5.505548 1.214847 -3.375284  0.159
C: 0.934198 1.257674 2.576180  0.513
C: 1.027739 3.180621 1.219035  0.429
C: 3.206111 0.057656 1.531118  -0.200
C: 0.413957 -5.614899 0.635383  0.039
C: 0.223674 -2.090712 2.757141  1.439
C: -4.095623 0.938620 -2.842895  0.770
C: 3.774816 -2.055708 -3.930021  -0.659
C: -3.037999 2.266495 -1.110028  -0.684
C: 2.481066 1.241921 0.649345  0.732
C: 3.290941 -1.197128 -3.040734  -0.238
C: -1.078224 -2.888742 2.635738  0.516
C: -4.903666 1.839225 0.645362  0.141
C: 3.734017 1.797878 -0.211234  0.144
C: -1.709662 -4.118710 0.643797  -0.848
C: -4.106932 2.856806 -0.169240  0.958
C: -0.452085 -4.599076 -0.108100  1.004
H: 4.206773 -2.988777 -4.460067  0.305
H: 2.140802 0.954792 -2.475421  -0.230
H: 4.723060 1.938480 0.376816  0.261
H: 4.368308 -0.268959 3.486142  0.263
H: 4.694941 1.435140 2.578755  0.166
H: 2.773031 -1.328766 -0.820541  -0.250
H: 3.600867 2.907168 -2.271985  0.327
H: -2.217063 2.990118 -1.130131  0.296
H: 2.610995 3.728429 -0.947864  0.249
H: -5.470877 1.841229 -4.269932  0.229
H: -2.136758 -4.896654 1.283915  0.320
H: -2.586763 1.353346 -0.710604  0.449
H: 3.038760 -1.061131 1.334059  0.183
H: 0.064430 -1.039906 2.500354  -0.721
H: -0.149133 -6.524493 0.862899  0.270
H: 1.242470 -0.769130 -2.142584  -0.058
H: -2.472456 -3.944861 -0.121788  0.396
H: -4.248286 1.248373 1.291096  0.223

Cartesian forces, eV/Å:
0.0 -0.4 -0.6
-0.9 -0.9 -2.0
-0.1 -0.2 0.2
0.3 0.0 -0.1
0.0 -0.4 0.4
0.2 0.2 -0.1
-0.6 0.2 -0.1
0.2 0.3 0.4
-0.4 -0.2 0.1
0.0 -0.4 0.3
2.3 0.0 3.1
-0.4 -0.1 0.1
0.0 0.1 0.1
-0.4 -0.2 -0.5
-0.3 0.1 -0.2
-0.5 1.7 -3.8
0.4 -0.1 0.0
-0.1 0.0 -0.1
-0.1 -0.5 0.1
0.4 0.2 0.0
5.9 1.0 3.2
0.0 -5.5 -4.3
-1.4 -1.0 0.3
0.8 3.2 1.2
1.1 -0.6 0.9
0.0 0.5 2.5
-4.7 0.2 4.9
-2.4 -0.1 -1.1
0.5 1.4 0.1
-2.0 -0.4 -2.1
2.4 -1.1 -5.1
-0.7 0.2 -0.2
-4.5 -1.1 -1.7
-0.9 4.7 2.9
3.2 1.2 3.4
0.7 -0.6 -0.1
0.7 0.7 -0.2
2.0 0.5 0.7
-2.0 3.2 4.6
0.9 0.2 -0.2
2.5 -5.0 0.0
3.2 -4.7 -5.3
-1.4 -0.5 -1.0
-0.4 -0.1 0.7
0.0 -0.2 -2.6
-0.9 0.3 -0.2
0.2 0.4 -0.8
0.0 1.2 -0.2
-1.1 2.3 1.1
0.2 -0.2 0.3
-2.0 -0.5 -0.5
0.0 0.8 -2.0
-1.5 -1.7 0.3
0.3 0.5 0.0
0.1 0.0 2.2
-0.3 0.0 0.0
1.5 -0.7 0.0
0.2 -0.1 0.0
0.3 0.0 0.0
-0.3 0.1 0.0
-0.5 2.1 0.3
-0.3 -0.3 0.0
-0.2 0.1 0.0
0.2 -0.1 0.9
0.3 0.1 0.0
0.2 0.1 -0.1

Summary:
- Total energy: -103151.12188 eV
- Net charge: -1
- E_HOMO: -5.28 eV
- Frontier orbital gap: 7.030 eV